52
Properties=species:S:1:pos:R:3 method="wB97M-V/def2-TZVPD" homo_ev=-8.0421 homo_lumo_gap_ev=5.558 e_lumo_ev=-2.484 relative_energy_ev=3.6684 total_energy_ha=-3028.0140
Na 4.40454 -3.15573 1.75497
F 2.09691 -1.19750 0.54454
C 2.30291 1.14209 -3.86530
S 1.04134 1.07350 -5.20691
O 0.73802 -0.35268 -5.63418
C -0.51807 1.79475 -4.44377
H 2.58605 2.18626 -3.73256
H 3.14198 0.52767 -4.19169
H 1.80020 0.69708 -3.00661
H -0.29304 2.37454 -3.54861
H -1.06993 0.88930 -4.19136
H -1.15406 2.27432 -5.18783
C 0.30321 1.68573 6.57891
S 1.21336 0.03782 6.67228
O 0.08244 -0.98536 6.78043
C 1.82319 0.00932 4.95202
H 0.95364 2.54615 6.73612
H -0.44973 1.75618 7.36391
H -0.24238 1.79976 5.64220
H 2.04355 -0.97868 4.54779
H 2.61753 0.74738 4.84061
H 1.04684 0.36894 4.27671
C -3.10607 -0.00851 0.66926
S -3.84310 -1.00891 -0.66445
O -4.64755 0.02163 -1.51561
C -5.05026 -2.01071 0.29647
H -2.76024 0.99321 0.41417
H -2.28088 -0.60041 1.06525
H -3.74574 0.01653 1.55147
H -5.64354 -1.36411 0.94302
H -4.65581 -2.62801 1.10360
H -5.66717 -2.55006 -0.42229
C 1.71624 3.49011 0.21375
S 1.53290 5.33358 0.00013
O 1.65106 5.56179 -1.50193
C -0.25471 5.48182 0.49890
H 1.03537 3.01336 -0.49139
H 1.54791 3.28985 1.27189
H 2.72038 3.21493 -0.10885
H -0.51204 4.93337 1.40504
H -0.82789 5.09225 -0.34241
H -0.56752 6.52062 0.60447
C -0.19259 -4.30726 -2.62373
S 0.26895 -6.05055 -2.05877
O 0.28477 -7.02117 -3.22649
C 2.05493 -5.73891 -1.66481
H 0.26959 -3.55386 -1.98586
H -1.27297 -4.16297 -2.63170
H 0.05835 -4.07374 -3.65842
H 2.65375 -5.71006 -2.57513
H 2.50797 -6.58510 -1.14827
H 2.25740 -4.82953 -1.09901

70
Properties=species:S:1:pos:R:3 method="wB97M-V/def2-TZVPD" homo_ev=-10.8162 homo_lumo_gap_ev=10.741 e_lumo_ev=-0.076 smiles="C[N+](=O)[O-].C[N+](=O)[O-].C[N+](=O)[O-].C[N+](=O)[O-].C[N+](=O)[O-].C[N+](=O)[O-].C[N+](=O)[O-].C[N+](=O)[O-].C[N+](=O)[O-].C[N+](=O)[O-]" relative_energy_ev=3.6452 total_energy_ha=-2450.3160
C -0.22859 -0.78114 0.62004
N -1.54669 -0.08905 0.74391
O -2.53198 -0.74588 1.03362
O -1.66114 1.03448 0.32106
H 0.58168 -0.07306 0.79372
H -0.19873 -1.01824 -0.44345
H -0.29642 -1.72317 1.16418
C 8.12270 -2.89229 2.69766
N 7.18357 -1.93355 2.04467
O 6.63629 -1.13438 2.76002
O 7.23665 -1.78988 0.78960
H 7.56824 -3.82508 2.59480
H 8.30718 -2.70876 3.75616
H 8.95666 -3.08503 2.02279
C -0.26886 -8.45963 6.84539
N 0.24947 -8.46223 5.47061
O 0.64487 -7.38915 5.05954
O 0.22482 -9.51095 4.82026
H 0.03748 -7.54597 7.35478
H -0.01766 -9.36817 7.39269
H -1.34454 -8.52220 6.68082
C 5.96796 3.96298 -5.29758
N 5.20647 2.73376 -4.89262
O 4.50695 2.86127 -3.90409
O 5.42172 1.70051 -5.50892
H 6.12220 4.53294 -4.38136
H 5.44761 4.51854 -6.07777
H 6.84296 3.55274 -5.80175
C 3.27600 -8.17229 -3.85300
N 3.76936 -7.30223 -2.74129
O 4.73535 -7.66134 -2.06470
O 3.09251 -6.29107 -2.44824
H 3.80022 -7.76554 -4.71777
H 2.21781 -7.91244 -3.88175
H 3.47783 -9.19167 -3.52402
C -2.88513 8.60384 1.53354
N -3.27753 9.51707 0.44849
O -2.99763 9.20583 -0.74357
O -3.99378 10.41041 0.79174
H -2.41962 9.20085 2.31774
H -2.14105 7.92732 1.11311
H -3.67720 7.89786 1.78315
C 3.90542 5.81430 1.70065
N 4.68845 6.93877 1.07721
O 4.08404 7.63754 0.31775
O 5.88838 7.01055 1.37330
H 2.99199 5.66778 1.12421
H 3.55166 6.24572 2.63704
H 4.48964 4.94592 2.00510
C -1.83552 4.43501 -5.72345
N -1.07518 4.30511 -6.97445
O -1.60226 3.49836 -7.73925
O -0.14292 4.99925 -7.30871
H -2.74829 5.00763 -5.88792
H -1.22205 5.04388 -5.05936
H -2.04066 3.44177 -5.32407
C -7.19092 -5.70509 3.45762
N -7.63995 -7.12290 3.32790
O -8.11249 -7.53631 2.26428
O -7.23621 -7.85452 4.21591
H -7.43495 -5.43073 4.48391
H -7.70024 -5.19622 2.63924
H -6.11062 -5.73843 3.31641
C -8.50389 2.20268 0.12451
N -7.84238 2.89883 -1.01101
O -8.01217 2.40112 -2.10697
O -7.42592 4.03657 -0.79724
H -7.86713 2.20428 1.00918
H -8.44406 1.14299 -0.12364
H -9.55976 2.40007 0.30967